Formula: H18O9
Source: the Open Molecules 2025 dataset
Level of theory: ωB97M-V/def2-TZVPD

The value obtained for the largest force on an atom is 6.6 eV/Å. For the HOMO energy, the calculation gives -0.3397 hartree. The SMILES is O.O.O.O.O.O.O.O.O. The calculation puts the energy above the lowest of the compared OMol25 structures with the same formula, charge and spin at 652.7 kJ/mol. For the LUMO energy, the calculation gives -0.4 eV.

Geometry as ORCA input:
```
! RIJCOSX wB97M-V def2-TZVPD def2/J DEFGRID3
* xyz 0 1
O 0.09 -0.12 0.42
H -0.63 -0.73 0.01
H 0.55 0.36 -0.26
O 2.10 2.61 3.46
H 1.26 2.60 3.10
H 2.79 2.65 2.84
O -3.33 1.49 -2.98
H -2.86 1.30 -3.83
H -2.83 1.36 -2.23
O -2.50 -3.11 3.63
H -1.63 -3.53 3.96
H -2.23 -2.27 3.21
O -2.89 -2.64 -0.73
H -2.83 -3.57 -1.04
H -2.32 -2.20 -1.44
O 4.08 0.49 -1.58
H 3.94 0.18 -2.47
H 4.54 -0.22 -1.02
O -5.28 0.17 -2.54
H -5.60 -0.61 -3.12
H -4.38 -0.07 -2.20
O 4.30 1.68 2.52
H 3.68 1.02 2.60
H 5.13 1.19 2.48
O 2.39 0.45 -0.61
H 1.86 0.14 -1.33
H 2.61 1.42 -0.85
*
```

Formula: H18O9
Source: the Open Molecules 2025 dataset
Level of theory: ωB97M-V/def2-TZVPD

The value obtained for the largest force on an atom is 1.3 eV/Å. For the HOMO energy, the calculation gives -0.3961 hartree. The SMILES is O.O.O.O.O.O.O.O.O. The calculation puts the energy above the lowest of the compared OMol25 structures with the same formula, charge and spin at 323.6 kJ/mol. For the LUMO energy, the calculation gives -0.3 eV.

Geometry as ORCA input:
```
! RIJCOSX wB97M-V def2-TZVPD def2/J DEFGRID3
* xyz 0 1
O -0.13 0.45 1.23
H 0.77 0.81 1.23
H -0.38 0.46 2.16
O 0.79 -1.13 -1.18
H 0.08 -1.74 -0.93
H 1.15 -0.85 -0.33
O -1.95 1.68 -2.01
H -1.71 2.60 -2.14
H -2.84 1.61 -2.37
O -2.43 2.04 1.24
H -2.10 1.59 0.46
H -2.47 1.36 1.91
O -1.58 -1.73 -0.52
H -1.49 -2.46 0.09
H -2.41 -1.31 -0.28
O 1.86 0.77 -3.57
H 1.40 0.89 -4.41
H 1.16 0.84 -2.91
O 2.35 3.55 1.61
H 3.02 3.03 2.07
H 1.77 2.89 1.21
O 4.23 -1.48 -0.04
H 3.81 -0.68 -0.37
H 3.90 -2.18 -0.63
O -2.39 -3.57 3.19
H -2.78 -3.30 2.35
H -1.66 -4.14 2.93
*
```

Formula: H18O9
Source: the Open Molecules 2025 dataset
Level of theory: ωB97M-V/def2-TZVPD

The value obtained for the largest force on an atom is 4.9 eV/Å. For the HOMO energy, the calculation gives -0.4120 hartree. The SMILES is O.O.O.O.O.O.O.O.O. The calculation puts the energy above the lowest of the compared OMol25 structures with the same formula, charge and spin at 175.6 kJ/mol. For the LUMO energy, the calculation gives 0.3 eV.

Geometry as ORCA input:
```
! RIJCOSX wB97M-V def2-TZVPD def2/J DEFGRID3
* xyz 0 1
O 0.90 -1.22 1.95
H 1.56 -1.56 1.34
H 0.01 -1.45 1.52
O -3.58 -0.33 0.16
H -2.61 -0.78 0.06
H -3.72 -0.38 1.07
O -1.88 2.08 -0.03
H -0.97 1.90 0.48
H -2.42 1.26 0.13
O -1.34 -1.84 0.08
H -0.83 -1.83 -0.80
H -1.55 -2.83 0.27
O 0.34 -1.57 -1.84
H -0.04 -0.66 -1.98
H 1.11 -1.42 -1.23
O 0.00 1.24 -1.78
H -0.16 1.92 -2.46
H -0.74 1.38 -1.02
O 2.29 1.48 -0.26
H 1.83 1.73 0.51
H 1.60 1.56 -1.04
O 0.51 1.37 1.63
H 0.68 0.42 1.86
H 0.75 1.92 2.46
O 2.45 -0.99 -0.14
H 3.23 -1.43 -0.75
H 2.57 0.02 -0.17
*
```

Formula: H18O9
Source: the Open Molecules 2025 dataset
Level of theory: ωB97M-V/def2-TZVPD

The value obtained for the largest force on an atom is 6.6 eV/Å. For the HOMO energy, the calculation gives -0.3709 hartree. The SMILES is O.O.O.O.O.O.O.O.O. The calculation puts the energy above the lowest of the compared OMol25 structures with the same formula, charge and spin at 337.3 kJ/mol. For the LUMO energy, the calculation gives -0.6 eV.

Geometry as ORCA input:
```
! RIJCOSX wB97M-V def2-TZVPD def2/J DEFGRID3
* xyz 0 1
O -34.39 -16.66 -40.87
H -33.74 -17.11 -40.34
H -34.54 -17.18 -41.57
O -39.62 -15.36 -39.08
H -39.18 -15.89 -39.71
H -40.17 -14.82 -39.62
O -38.27 -17.54 -40.39
H -38.38 -18.27 -39.88
H -37.31 -17.83 -40.82
O -38.07 -13.57 -41.84
H -38.16 -14.39 -42.45
H -37.53 -14.06 -41.11
O -38.32 -14.77 -36.46
H -38.87 -14.81 -37.21
H -38.67 -14.05 -35.88
O -36.37 -14.97 -39.88
H -36.80 -15.60 -39.23
H -35.55 -15.44 -40.09
O -35.75 -14.32 -36.89
H -36.73 -14.44 -36.70
H -35.75 -14.12 -37.76
O -32.53 -14.50 -41.22
H -33.12 -15.20 -41.24
H -31.96 -14.61 -40.43
O -36.39 -11.98 -39.56
H -35.43 -11.79 -39.81
H -36.48 -12.81 -39.84
*
```

Formula: H18O9
Source: the Open Molecules 2025 dataset
Level of theory: ωB97M-V/def2-TZVPD

The value obtained for the largest force on an atom is 0.4 eV/Å. For the HOMO energy, the calculation gives -0.4050 hartree. The SMILES is O.O.O.O.O.O.O.O.O. The calculation puts the energy above the lowest of the compared OMol25 structures with the same formula, charge and spin at 282.2 kJ/mol. For the LUMO energy, the calculation gives 0.0 eV.

Geometry as ORCA input:
```
! RIJCOSX wB97M-V def2-TZVPD def2/J DEFGRID3
* xyz 0 1
O -0.78 -3.00 -2.83
H -0.78 -3.95 -2.68
H -0.59 -2.91 -3.77
O 4.62 -2.62 -2.18
H 3.94 -3.25 -2.41
H 5.42 -2.99 -2.54
O -3.13 2.10 1.01
H -3.48 1.55 0.31
H -3.57 2.94 0.89
O -4.19 -0.70 -2.09
H -3.47 -1.33 -2.10
H -4.80 -1.03 -2.75
O 2.87 0.11 -4.50
H 2.75 -0.46 -5.27
H 3.30 -0.45 -3.86
O 0.35 -0.31 0.51
H 0.18 -0.92 -0.22
H -0.52 0.01 0.76
O 3.47 1.63 3.18
H 3.05 2.43 3.51
H 2.82 1.24 2.59
O 0.23 4.50 4.01
H -0.31 4.00 3.40
H -0.25 4.45 4.84
O -2.63 -0.58 4.24
H -2.81 0.11 3.61
H -1.68 -0.56 4.34
*
```

Formula: H18O9
Source: the Open Molecules 2025 dataset
Level of theory: ωB97M-V/def2-TZVPD

The value obtained for the largest force on an atom is 2.3 eV/Å. For the HOMO energy, the calculation gives -0.4098 hartree. The SMILES is O.O.O.O.O.O.O.O.O. The calculation puts the energy above the lowest of the compared OMol25 structures with the same formula, charge and spin at 215.3 kJ/mol. For the LUMO energy, the calculation gives 0.0 eV.

Geometry as ORCA input:
```
! RIJCOSX wB97M-V def2-TZVPD def2/J DEFGRID3
* xyz 0 1
O -0.31 -0.07 0.62
H -0.94 0.23 -0.09
H 0.38 -0.55 0.20
O 2.60 -0.78 2.52
H 1.66 -0.70 2.42
H 2.78 -0.06 3.13
O 0.03 1.26 2.88
H -0.24 0.55 2.29
H 0.19 0.85 3.77
O -2.26 1.28 -2.66
H -1.32 1.36 -2.75
H -2.50 0.93 -3.51
O 1.50 -2.21 -0.20
H 2.04 -1.75 -0.85
H 2.05 -2.48 0.52
O 0.49 2.66 -0.18
H 0.40 1.74 0.06
H -0.36 3.06 -0.04
O -0.58 -2.05 2.53
H 0.17 -2.63 2.45
H -0.67 -1.41 1.81
O -2.24 -1.40 -2.36
H -2.58 -1.79 -3.17
H -2.36 -0.45 -2.50
O 0.40 1.37 -2.51
H 0.43 2.08 -1.84
H 1.26 0.95 -2.53
*
```

Formula: H18O9
Source: the Open Molecules 2025 dataset
Level of theory: ωB97M-V/def2-TZVPD

The value obtained for the largest force on an atom is 0.7 eV/Å. For the HOMO energy, the calculation gives -0.3601 hartree. The SMILES is O.O.O.O.O.O.O.O.O. The calculation puts the energy above the lowest of the compared OMol25 structures with the same formula, charge and spin at 315.3 kJ/mol. For the LUMO energy, the calculation gives -0.7 eV.

Geometry as ORCA input:
```
! RIJCOSX wB97M-V def2-TZVPD def2/J DEFGRID3
* xyz 0 1
O 1.54 -2.63 -2.44
H 0.66 -2.92 -2.21
H 1.93 -2.35 -1.61
O -2.67 1.37 -0.35
H -2.03 0.66 -0.47
H -2.14 2.11 -0.04
O -1.88 -2.54 0.07
H -1.42 -1.76 -0.22
H -1.55 -3.24 -0.49
O -0.11 0.85 2.60
H 0.14 1.17 1.73
H 0.73 0.66 3.03
O 2.64 -1.86 0.00
H 2.67 -1.10 0.58
H 3.42 -2.36 0.22
O 1.29 1.93 0.41
H 1.91 2.50 0.87
H 1.66 1.84 -0.47
O 0.42 3.75 -2.10
H 0.73 2.92 -1.74
H 1.01 3.92 -2.84
O -3.21 -0.44 1.74
H -2.67 -1.15 1.39
H -3.04 -0.46 2.69
O -0.40 -0.31 -0.08
H 0.15 0.46 -0.20
H 0.21 -1.04 -0.05
*
```

Formula: H18O9
Source: the Open Molecules 2025 dataset
Level of theory: ωB97M-V/def2-TZVPD

The value obtained for the largest force on an atom is 16.6 eV/Å. For the HOMO energy, the calculation gives -0.3122 hartree. The calculation puts the energy above the lowest of the compared OMol25 structures with the same formula, charge and spin at 1746.0 kJ/mol. For the LUMO energy, the calculation gives 0.0 eV.

Geometry as ORCA input:
```
! RIJCOSX wB97M-V def2-TZVPD def2/J DEFGRID3
* xyz 0 1
O -0.54 0.06 2.27
H -0.94 0.16 3.13
H -0.60 -0.88 2.09
O -2.20 -1.49 1.03
H -2.18 -1.31 1.97
H -2.14 -0.63 0.62
O 0.08 -0.26 -0.31
H -0.35 0.21 -1.02
H -0.42 -0.03 0.47
O 0.14 2.12 -0.32
H 0.01 1.98 0.62
H 0.86 1.54 -0.56
O 1.74 1.14 -0.58
H 2.36 1.67 -1.09
H 1.79 0.27 -0.97
O 0.55 -0.02 -2.82
H 1.39 0.00 -2.37
H 0.07 0.73 -2.47
O 1.75 -0.62 0.76
H 1.12 -0.34 0.09
H 1.21 -1.03 1.44
O 0.06 -1.86 1.03
H -0.80 -2.19 0.78
H 0.68 -2.44 0.59
O -0.94 0.80 -1.55
H -1.71 1.09 -2.04
H -0.96 1.32 -0.74
*
```

Quick rundown of gap between HOMO and LUMO, same order as above: 0.3263 0.3844 0.4226 0.3472 0.4045 0.4107 0.3329 0.3140 hartree